<P>
Density functional theory data (ωB97M-V/def2-TZVPD) for the molecule C2H3NS4.

Values from the calculation:
**Orbital gap**: 8.78 eV
**Molar mass**: 169.321 g/mol
**Net charge**: 0
**SMILES string**: SC1(S)SC=NS1

Each line ends with the Löwdin charge.
Atoms and positions in Å:
S  0.43642  -1.69178  -0.71031  0.751
S  0.65993  1.20191  0.20238  0.808
S  -1.76381  0.17527  -1.44772  0.667
S  -1.44318  -0.82666  1.48551  0.584
N  2.06572  -0.98137  -0.36963  -0.300
C  -0.61001  -0.28167  -0.14165  -1.578
C  2.02383  0.17424  0.11454  -0.706
H  -2.29652  0.26192  1.49031  -0.123
H  -2.08860  1.28957  -0.99646  -0.205
H  3.01621  0.67857  0.37303  0.102


<Q>
Density functional theory data (ωB97M-V/def2-TZVPD) for a 2-piece molecular cluster, C2H3NS4 overall.

Values from the calculation:
**Orbital gap**: 7.83 eV
**Molar mass**: 169.321 g/mol
**Net charge**: 0
**SMILES string**: C#[N+][S-].S=C(S)S

Each line ends with the Löwdin charge.
Atoms and positions in Å:
S  1.32613  -0.20138  1.51940  0.708
S  -2.68796  0.06789  0.78912  0.595
S  1.69480  -0.00641  -1.34175  0.660
S  -0.16552  -2.07983  -0.25322  0.540
N  -1.55178  0.92087  0.15316  -0.667
C  -0.59756  1.54711  -0.16145  -0.009
C  0.83829  -0.77270  0.00554  -1.712
H  1.06113  -0.90872  -2.21161  -0.074
H  -0.16680  2.21786  -0.69840  0.017
H  0.24927  -0.78469  2.19921  -0.059


<R>
Density functional theory data (ωB97M-V/def2-TZVPD) for the molecule C2H3NS4.

Values from the calculation:
**Orbital gap**: 8.38 eV
**Molar mass**: 169.321 g/mol
**Net charge**: 0
**SMILES string**: SC1(S)C=NSS1

Each line ends with the Löwdin charge.
Atoms and positions in Å:
S  1.14703  0.46403  1.00266  0.668
S  -1.30666  1.67382  0.08235  0.662
S  1.22173  2.12591  -1.58059  0.419
S  1.38769  0.72041  -3.13037  0.564
N  0.40117  -0.35390  -2.54709  -0.453
C  -0.15133  -0.30608  -1.40462  -0.364
C  0.15615  0.84301  -0.47095  -1.427
H  -0.86484  -0.93807  -1.00199  0.086
H  -1.39289  2.51645  -1.08101  -0.060
H  2.23094  0.09298  0.23789  -0.093


<R> is favored, and the nearest alternative lies 0.150 eV above it.


<P>
Density functional theory data (ωB97M-V/def2-TZVPD) for a 15-piece molecular cluster, C30H90O15 overall.

Values from the calculation:
**Orbital gap**: 9.93 eV
**Molar mass**: 691.035 g/mol
**Net charge**: 0

Each line ends with the Löwdin charge.
Atoms and positions in Å:
O  -27.88944  -11.09877  18.52776  -0.081
O  -20.61101  -20.21314  20.20379  -0.096
O  -25.37766  -5.93992  21.38707  -0.096
O  -17.00340  -10.95046  20.13392  -0.073
O  -24.60043  -18.68623  19.22759  -0.085
O  -25.03562  -10.43707  26.64937  -0.089
O  -22.94529  -8.30706  13.44968  -0.087
O  -24.29376  -15.03973  13.99405  -0.060
O  -27.67907  -13.51290  24.89522  -0.081
O  -20.95632  -11.92330  27.72371  -0.076
O  -21.91020  -16.19898  29.40961  -0.092
O  -15.72153  -17.19152  16.23495  -0.092
O  -25.81702  -17.61011  23.67062  -0.081
O  -20.48091  -13.80552  20.10256  -0.074
O  -15.44651  -13.23067  23.81386  -0.073
C  -23.82007  -7.31888  20.27672  -0.094
C  -29.44873  -13.08131  26.47997  -0.080
C  -16.51917  -16.02938  16.24122  -0.332
C  -21.84447  -16.90643  28.19979  -0.333
C  -16.79400  -10.04441  17.87492  -0.081
C  -19.63477  -19.33427  20.79483  -0.291
C  -28.96854  -12.99419  25.01390  -0.346
C  -19.29399  -10.54090  26.70438  -0.074
C  -27.23494  -13.13934  19.63032  -0.085
C  -23.63663  -9.11116  14.36995  -0.330
C  -20.53892  -17.67485  28.11679  -0.091
C  -16.09084  -10.44294  19.19098  -0.338
C  -19.59129  -11.71731  27.68064  -0.343
C  -16.53066  -15.51600  14.81703  -0.091
C  -22.07557  -15.67632  14.47606  -0.088
C  -21.63282  -13.27662  20.72179  -0.341
C  -25.72498  -19.13259  18.45209  -0.321
C  -26.12214  -18.81024  24.34870  -0.313
C  -27.61457  -19.26098  24.26760  -0.088
C  -22.57747  -9.45260  15.42394  -0.084
C  -15.30457  -15.26490  22.52243  -0.075
C  -21.75702  -13.73030  22.15396  -0.094
C  -24.44824  -6.99181  21.63643  -0.297
C  -25.27548  -9.05638  27.00226  -0.328
C  -23.35401  -15.12222  14.98635  -0.387
C  -26.97130  -11.65204  19.45644  -0.330
C  -25.32857  -19.85201  17.17156  -0.091
C  -20.02010  -19.15188  22.26488  -0.099
C  -25.64689  -8.97245  28.44058  -0.105
C  -15.81389  -14.55525  23.78682  -0.357
H  -15.60350  -9.52431  19.51766  0.100
H  -24.96136  -14.40104  14.25482  0.088
H  -16.51206  -11.34681  20.85718  0.077
H  -19.34823  -18.44821  22.75636  0.061
H  -23.59622  -7.74114  13.02823  0.080
H  -24.06362  -9.97930  13.86785  0.104
H  -24.79568  -9.20582  29.08017  0.075
H  -24.42628  -7.79384  19.50534  0.068
H  -24.17966  -10.60873  27.04870  0.070
H  -15.78285  -14.81300  21.65344  0.067
H  -23.26673  -6.49476  19.82646  0.072
H  -24.66731  -20.70897  17.29989  0.076
H  -28.20987  -13.37013  20.05966  0.075
H  -21.34427  -15.83606  15.26838  0.076
H  -20.44841  -18.45339  28.87428  0.072
H  -24.95708  -7.88659  21.99497  0.103
H  -28.33451  -18.53738  24.64995  0.064
H  -27.74435  -20.23097  24.74757  0.066
H  -25.79537  -18.76614  25.38763  0.100
H  -25.94147  -11.49808  19.13416  0.100
H  -26.23164  -16.81027  24.00221  0.081
H  -23.02030  -10.09121  16.18826  0.064
H  -29.03993  -11.98723  24.60275  0.108
H  -26.23832  -20.19630  16.67970  0.075
H  -23.24728  -14.10674  15.36782  0.109
H  -27.12322  -12.90358  25.38651  0.078
H  -19.97961  -9.73457  26.96487  0.067
H  -16.55343  -16.24842  14.01009  0.081
H  -26.26036  -19.91763  18.98612  0.100
H  -29.60776  -13.65157  24.42455  0.108
H  -27.03455  -13.70103  18.71793  0.071
H  -14.80169  -16.92069  16.18870  0.079
H  -24.80047  -19.13267  16.54565  0.067
H  -15.39106  -15.00719  24.68408  0.107
H  -23.72406  -15.70618  15.82905  0.107
H  -21.00672  -18.71763  22.42650  0.066
H  -22.65834  -13.26321  22.55087  0.070
H  -21.39007  -19.67031  20.06233  0.070
H  -22.70511  -17.57523  28.20902  0.107
H  -21.63401  -12.18704  20.75200  0.109
H  -30.49192  -12.79398  26.34847  0.068
H  -22.16942  -8.53254  15.84237  0.074
H  -23.05284  -8.09153  20.32655  0.062
H  -24.46495  -8.40586  26.67367  0.112
H  -19.77396  -13.23285  20.40891  0.075
H  -21.61643  -15.04783  13.71299  0.076
H  -29.03977  -12.25587  27.06263  0.065
H  -22.23659  -16.63155  13.97634  0.078
H  -19.51810  -10.87980  25.69294  0.064
H  -18.64941  -19.77308  20.63797  0.110
H  -26.19531  -8.75969  26.49830  0.107
H  -29.24728  -14.08929  26.84260  0.079
H  -16.24166  -9.28959  17.31521  0.069
H  -16.11238  -15.36166  17.00068  0.110
H  -27.86145  -10.14071  18.58182  0.078
H  -22.14087  -16.72125  30.18138  0.084
H  -15.30400  -11.16144  18.96130  0.105
H  -18.29157  -10.13308  26.57422  0.067
H  -27.06051  -11.08863  20.38525  0.105
H  -17.33670  -14.78245  14.79925  0.070
H  -25.89536  -7.92081  28.58345  0.077
H  -21.98345  -16.21671  27.36728  0.111
H  -21.81141  -14.81308  22.26677  0.075
H  -21.00363  -13.25827  22.78459  0.068
H  -14.23603  -15.12905  22.35548  0.070
H  -16.89563  -14.65054  23.88078  0.104
H  -16.94139  -10.94178  17.27400  0.068
H  -23.76975  -6.54647  22.36405  0.111
H  -20.51941  -18.14555  27.13386  0.070
H  -15.46524  -16.34250  22.55501  0.072
H  -26.39784  -18.29908  18.25050  0.108
H  -17.52032  -16.32467  16.55523  0.108
H  -19.04078  -12.57433  27.29264  0.105
H  -19.34525  -11.49785  28.71959  0.108
H  -24.94249  -18.20220  19.98278  0.072
H  -25.57404  -19.63082  23.88573  0.106
H  -27.91242  -19.45499  23.23719  0.063
H  -26.47316  -9.65285  28.64655  0.081
H  -24.46091  -8.52929  14.78236  0.107
H  -19.67029  -17.02218  28.20403  0.072
H  -21.75623  -10.04022  15.01360  0.072
H  -22.44727  -13.66037  20.10736  0.111
H  -17.70665  -9.51549  18.14953  0.072
H  -25.33328  -5.38265  22.16750  0.073
H  -15.25702  -12.92625  24.70437  0.087
H  -20.01586  -20.08258  22.83222  0.070
H  -15.58739  -14.97667  14.73063  0.067
H  -19.70432  -18.37355  20.28466  0.105
H  -21.06266  -12.77720  28.14933  0.084
H  -26.47657  -13.60933  20.25648  0.067


<Q>
Density functional theory data (ωB97M-V/def2-TZVPD) for a 15-piece molecular cluster, C30H90O15 overall.

Values from the calculation:
**Orbital gap**: 9.82 eV
**Molar mass**: 691.035 g/mol
**Net charge**: 0

Each line ends with the Löwdin charge.
Atoms and positions in Å:
O  3.77625  -4.10409  2.86495  -0.099
O  2.99151  -1.35273  1.83066  -0.123
O  2.42209  4.23200  0.12443  -0.080
O  -0.54662  2.37615  -4.05033  -0.104
O  -0.16841  5.32930  -3.73962  -0.083
O  3.43767  3.11581  -2.20846  -0.107
O  0.37501  -0.52728  1.17063  -0.094
O  1.98863  -4.62816  4.83421  -0.086
O  -3.04490  -4.27360  -2.20429  -0.090
O  -4.10022  -1.83472  -1.37343  -0.090
O  -0.58150  0.67324  5.71613  -0.093
O  -2.02037  -1.58955  1.91933  -0.111
O  -0.83347  -2.05469  -7.24007  -0.064
O  4.22693  1.75309  6.10783  -0.080
O  -3.42336  5.21776  0.51260  -0.084
C  -1.70362  -3.84975  -2.40513  -0.330
C  -1.69437  1.45567  3.68760  -0.075
C  -3.88080  2.99560  -0.18196  -0.100
C  0.19932  5.44360  -2.36697  -0.281
C  -3.93453  3.97163  0.96894  -0.304
C  -1.22290  -1.70126  -5.92966  -0.325
C  0.46378  -2.76866  4.69044  -0.078
C  4.40155  -1.65701  -0.02799  -0.078
C  3.53692  1.12171  3.92253  -0.088
C  -2.99453  -3.75242  2.23916  -0.077
C  2.23168  3.09002  0.93057  -0.327
C  1.23354  3.42333  2.02139  -0.070
C  -2.97591  2.55223  -3.98751  -0.070
C  -5.36217  -0.22234  -2.79032  -0.068
C  2.45588  2.30502  -2.90392  -0.256
C  -0.52354  0.67763  -0.72195  -0.067
C  3.34748  -4.86555  1.72467  -0.276
C  -1.71817  2.23449  -4.81403  -0.298
C  0.42000  -0.40677  -0.24239  -0.285
C  3.11690  1.25534  5.37063  -0.311
C  1.86126  -4.67941  1.45170  -0.069
C  1.58881  -3.42582  5.44605  -0.321
C  3.92556  -0.64277  1.00442  -0.269
C  -1.90695  -2.96453  1.54022  -0.309
C  -0.74445  -4.78098  -1.69353  -0.089
C  -0.12390  -0.84589  -5.28119  -0.091
C  -0.67840  0.49226  4.28117  -0.307
C  -0.56378  4.41786  -1.55470  -0.082
C  3.14767  0.96862  -3.22251  -0.054
C  -4.02062  -0.74621  -2.29060  -0.288
H  0.22414  -4.27224  -1.65961  0.064
H  0.25098  3.68031  1.61620  0.062
H  -2.90837  2.26391  -2.93806  0.049
H  -4.33098  2.04709  0.13575  0.076
H  -0.60717  -5.68310  -2.29363  0.074
H  -2.92231  -3.58932  3.31538  0.071
H  3.57217  0.28092  0.54596  0.101
H  2.47189  0.38384  -3.85888  0.069
H  0.32988  0.65902  3.89509  0.087
H  -3.09395  3.64027  -3.93104  0.072
H  1.41647  -0.09846  -0.58706  0.093
H  1.02616  2.55613  2.65538  0.052
H  -5.89949  0.31836  -2.00947  0.072
H  -1.80706  1.19778  -5.14226  0.077
H  1.26064  5.18591  -2.27598  0.101
H  4.26413  3.05891  -2.69301  0.089
H  2.25680  1.92141  5.47331  0.111
H  3.69003  -5.89444  1.87148  0.120
H  -4.39699  3.38759  -1.06208  0.076
H  3.40655  -2.15111  2.17992  0.057
H  -2.00922  -2.98628  0.45046  0.090
H  4.03068  1.14654  -3.83461  0.080
H  3.20036  2.78916  1.35590  0.098
H  0.10947  6.10394  -4.23318  0.091
H  -0.23373  1.64402  -0.30732  0.059
H  -0.96490  -0.54028  4.08498  0.078
H  -0.38646  4.56093  -0.48665  0.073
H  -3.88957  2.16602  -4.43833  0.061
H  1.57333  -5.18480  0.53004  0.074
H  4.70801  -3.90090  2.71408  0.111
H  3.79425  -4.59805  0.75842  0.103
H  1.54275  4.25183  2.65782  0.085
H  0.87480  -2.36958  3.75850  0.069
H  2.15293  2.84761  -3.79956  0.112
H  -2.17671  -1.16155  -5.89794  0.101
H  -1.04648  -5.06998  -0.69007  0.068
H  -6.04192  -0.97884  -3.18223  0.078
H  3.64178  -2.04060  -0.70828  0.078
H  1.24241  -5.08176  2.25472  0.077
H  4.49861  0.61822  3.84443  0.077
H  -1.18241  -1.16333  1.66195  0.019
H  -4.03767  5.58008  -0.13157  0.081
H  3.24895  0.42221  -2.28842  0.058
H  2.77400  3.92369  -0.73045  0.033
H  -1.51386  0.48372  -0.29037  0.068
H  -5.17641  0.45690  -3.62360  0.054
H  -1.82202  1.22027  2.62644  0.061
H  -3.28076  3.57510  1.74773  0.104
H  -3.45268  -1.08601  -3.15979  0.109
H  -3.39658  0.02806  -1.83690  0.091
H  -0.21197  3.41105  -1.76947  0.042
H  -2.88592  -4.82057  2.03333  0.075
H  4.03122  1.80022  7.04536  0.079
H  -1.39530  -2.59962  -5.32857  0.089
H  1.24760  -0.85532  1.44394  0.051
H  -0.99998  -2.98646  -7.38796  0.082
H  -0.37287  -0.56493  -4.25854  0.061
H  0.01499  0.02310  -5.92264  0.074
H  2.77045  0.65953  3.29953  0.053
H  -3.59393  -3.51276  -1.94991  0.039
H  -0.92596  -3.35497  1.82469  0.095
H  5.14316  -1.17408  -0.67863  0.079
H  -1.00915  -0.10037  6.09159  0.065
H  -4.25542  -1.50287  -0.48366  0.100
H  0.18530  -1.38159  -0.68748  0.111
H  2.86389  0.26267  5.75881  0.107
H  -2.86405  2.75352  -0.49416  0.049
H  -1.51708  -3.81930  -3.48095  0.091
H  -0.65151  0.69185  -1.80384  0.069
H  1.27944  -3.60093  6.47961  0.112
H  -1.68041  2.82590  -5.73342  0.119
H  2.42057  -2.70845  5.46008  0.110
H  -4.94739  4.10364  1.36026  0.113
H  -0.35914  3.32357  -3.95477  0.041
H  -1.63954  4.56271  -1.66245  0.070
H  0.00502  6.42434  -1.92653  0.120
H  4.93470  -2.49038  0.43203  0.063
H  3.59960  2.11276  3.46304  0.065
H  0.01507  -1.94562  5.25323  0.054
H  2.67405  -4.48711  4.15391  0.031
H  1.63961  2.10785  -2.21217  0.088
H  -0.35721  -3.45654  4.47803  0.081
H  -1.34738  2.48978  3.66714  0.065
H  0.80572  -1.41648  -5.26657  0.073
H  1.87636  2.21428  0.36649  0.089
H  1.65548  -3.61366  1.34108  0.063
H  -2.61973  1.33710  4.24724  0.080
H  -1.60540  -2.84216  -1.98373  0.090
H  -4.02377  -3.53553  1.94899  0.070
H  4.73549  -0.31151  1.66381  0.108


<Q> is favored, and the nearest alternative lies 3.672 eV above it.